Entry from OMol25: C43H36BrGeMnN4O4 as an isolated structure (wB97M-V/def2-TZVPD).

Geometry as XYZ:
```
90
Properties=species:S:1:pos:R:3
Mn -1.4741 -0.4628 0.0967
Br -2.6324 6.5069 2.6874
C -2.1851 4.9177 1.7900
C -1.1218 4.9205 0.8855
C -0.7395 3.7448 0.2752
C -1.4319 2.5904 0.5661
O -1.0465 1.3425 0.0886
C -2.5384 2.5643 1.4114
C -3.2492 1.3496 1.7113
N -3.0879 0.1823 1.1721
C -3.9868 -0.8486 1.5648
C -5.1284 -0.6847 2.3206
C -5.9310 -1.7812 2.6596
C -5.6227 -3.0369 2.2184
C -4.4972 -3.2359 1.3923
C -4.1799 -4.4893 0.8324
C -3.1484 -4.5613 -0.0595
C -2.3887 -3.4179 -0.3244
N -2.5841 -2.2459 0.2517
C -3.6701 -2.1339 1.0742
C -2.8961 3.7601 2.0377
H -0.5923 5.8412 0.6840
H 0.0829 3.7173 -0.4246
H -4.0200 1.4723 2.4644
H -5.4593 0.2864 2.6596
H -6.8099 -1.6171 3.2672
H -6.2542 -3.8811 2.4616
H -4.7624 -5.3632 1.0931
H -2.8986 -5.4862 -0.5585
H -1.5911 -3.5043 -1.0434
H -3.7300 3.7710 2.7279
C 1.7682 -0.1179 -3.3514
C 0.6015 -0.8029 -4.0611
C -0.0030 -1.9700 -3.2474
C -1.0528 -2.7535 -4.0940
C -2.2467 -1.9504 -4.6042
C 1.0990 -2.9794 -2.9264
O 1.7893 -3.4649 -3.7803
N 1.2307 -3.3748 -1.5989
C 0.6287 -2.8158 -0.4895
O 0.7434 -3.2518 0.6260
N -0.1882 -1.7314 -0.7733
C -0.6022 -1.4092 -1.9931
O -1.5428 -0.5605 -1.9543
H 2.0873 0.7580 -3.9143
H 2.6243 -0.7896 -3.2710
H 1.4860 0.2098 -2.3444
H 0.9437 -1.2122 -5.0113
H -0.1894 -0.0792 -4.2551
H -1.4077 -3.6017 -3.4989
H -0.5033 -3.1633 -4.9416
H -2.7595 -1.4255 -3.8030
H -2.9527 -2.6340 -5.0740
H -1.9424 -1.2224 -5.3547
H 1.8881 -4.1238 -1.4236
C 0.0325 0.7096 -0.1527
Ge 1.9837 1.1692 0.5495
C 1.4034 2.0389 2.2217
C 0.4986 1.4219 3.0834
C 0.1784 2.0060 4.2990
C 0.7678 3.2098 4.6638
C 1.6817 3.8228 3.8190
C 1.9966 3.2405 2.5995
C 3.0934 2.2409 -0.6594
C 4.4183 1.8183 -0.7707
C 5.3260 2.5550 -1.5165
C 4.9217 3.7214 -2.1478
C 3.6041 4.1454 -2.0429
C 2.6920 3.4082 -1.3044
C 2.7535 -0.5854 0.8981
C 3.4149 -1.2707 -0.1216
C 4.0826 -2.4511 0.1588
C 4.0748 -2.9636 1.4494
C 3.4190 -2.2854 2.4654
C 2.7621 -1.0951 2.1940
H 0.0605 0.4592 2.8205
H -0.5123 1.5158 4.9743
H 0.5228 3.6632 5.6153
H 2.1597 4.7478 4.1133
H 2.7169 3.7141 1.9411
H 4.7447 0.9178 -0.2659
H 6.3507 2.2176 -1.5958
H 5.6324 4.3020 -2.7201
H 3.2873 5.0561 -2.5335
H 1.6707 3.7609 -1.2557
H 3.4283 -0.8686 -1.1290
H 4.6189 -2.9658 -0.6289
H 4.5821 -3.8951 1.6615
H 3.4256 -2.6783 3.4732
H 2.2821 -0.5538 3.0007
```

## Properties
* electronic energy: -217188.6034 eV
* net charge: +2
* 2S+1: 1
* gap between HOMO and LUMO (alpha / beta): 6.7 / 6.7 eV
* LUMO level (alpha / beta): -7.28 / -7.29 eV
* HOMO (alpha / beta): -14.02 / -14.02 eV

Here are the Mulliken charges for atoms 1 to 6, given in e:
1. Mn -0.50
2. Br -0.09
3. C -0.38
4. C -0.55
5. C 0.05
6. C 0.00